Below is C4H5FS in the gas phase, with properties calculated with the ωB97M-V functional and the def2-TZVPD basis.

The SMILES is F/C=C/[C@@H]1CS1. The orbital gap is 9.71 eV. The value obtained for the HOMO energy is -9.0692 eV.

The geometry in ORCA input format:
```
! RIJCOSX wB97M-V def2-TZVPD def2/J DEFGRID3
* xyz 0 1
C -1.2894 1.4241 -0.0748
C -0.1264 0.8931 0.5633
C 0.5382 -0.2630 -0.2561
C 1.0499 -1.6636 -0.0324
H -1.7284 1.1786 -1.1513
H -0.2383 1.1339 1.6529
H -0.1425 -0.1064 -1.1881
H 0.6375 -2.5433 -0.7970
H 0.9303 -2.0131 1.0004
F -2.0624 2.4459 0.5202
S 2.4315 -0.4862 -0.2370
*
```

Atom charges from the Löwdin analysis, given in e for atoms 1 to 8:
1. C -0.103
2. C -0.077
3. C -0.570
4. C -0.507
5. H 0.147
6. H 0.115
7. H 0.106
8. H 0.143